1.
# C17H27N2O

2 unconnected molecules or ions with the total composition C17H27N2O at a distorted geometry (the ωB97M-V functional and the def2-TZVPD basis, the Open Molecules 2025 dataset).

XYZ file:
```
47
Properties=species:S:1:pos:R:3
C -4.596 -1.848 1.085
C -4.468 -0.334 0.902
C -3.496 0.307 1.882
N -2.207 -0.391 1.941
C -1.102 0.310 2.206
C 0.171 -0.263 2.306
C 1.343 0.427 2.578
C 2.617 -0.238 2.565
C 3.709 0.221 3.346
C 4.908 -0.490 3.388
C 5.071 -1.659 2.628
C 4.019 -2.108 1.817
C 2.823 -1.400 1.765
C -2.300 -1.837 2.178
C -3.229 -2.520 1.178
H -5.168 -2.061 1.995
H -5.142 -2.272 0.236
H -4.115 -0.133 -0.119
H -5.446 0.144 1.011
H -3.310 1.347 1.589
H -3.946 0.321 2.888
H -1.205 1.399 2.288
H 0.269 -1.342 2.146
H 1.327 1.497 2.708
H 3.579 1.130 3.940
H 5.727 -0.139 4.021
H 6.015 -2.213 2.653
H 4.131 -3.011 1.212
H 2.022 -1.717 1.093
H -1.316 -2.306 2.101
H -2.677 -2.009 3.203
H -3.333 -3.570 1.467
H -2.752 -2.499 0.189
C -0.212 6.548 4.129
C 0.717 5.378 4.321
O 1.068 5.330 5.706
C 0.100 4.060 3.869
N 0.993 2.980 4.263
H -0.512 6.654 3.081
H -1.117 6.410 4.734
H 0.261 7.480 4.441
H 1.635 5.547 3.731
H 1.479 4.457 5.855
H -0.867 3.924 4.382
H -0.036 4.115 2.777
H 0.509 2.090 4.311
H 1.823 2.955 3.674
```

Values from the calculation:
- E_HOMO: -0.44516 Ha
- Energy above the lowest of the compared OMol25 structures with the same formula, charge and spin: 54.37 kcal/mol
- Charge: +1

---

2.
# C17H27N3O5

A single C17H27N3O5 molecule (the ωB97M-V functional and the def2-TZVPD basis, the Open Molecules 2025 dataset).

XYZ file:
```
52
Properties=species:S:1:pos:R:3
C -7.820 -0.410 1.477
C -6.970 0.594 0.722
O -5.636 0.086 0.656
C -4.750 0.881 0.026
O -5.033 1.941 -0.483
N -3.493 0.371 0.048
C -2.441 1.046 -0.679
C -1.991 0.158 -1.849
N -1.591 -1.137 -1.345
C -0.323 -1.415 -0.983
C 0.945 -0.855 -1.180
N 1.437 0.246 -1.776
C 2.820 0.636 -1.605
C 3.019 1.551 -0.394
C 4.495 1.955 -0.261
O 5.358 0.856 -0.160
C 5.480 0.267 1.133
C 5.756 -1.219 0.934
C 6.606 0.944 1.920
C 1.611 -1.982 -0.505
O 2.759 -2.277 -0.263
C 0.238 -2.570 -0.264
O -0.238 -3.529 0.302
C -2.667 -1.818 -0.652
C -3.149 -0.952 0.522
H -8.840 -0.045 1.543
H -7.427 -0.554 2.479
H -7.818 -1.367 0.962
H -6.955 1.565 1.227
H -7.342 0.747 -0.297
H -2.836 1.999 -1.032
H -1.596 1.223 -0.002
H -1.174 0.616 -2.404
H -2.835 0.012 -2.531
H 0.801 0.994 -2.017
H 3.420 -0.264 -1.471
H 3.147 1.147 -2.515
H 2.698 1.021 0.505
H 2.416 2.457 -0.494
H 4.806 2.487 -1.165
H 4.609 2.634 0.596
H 4.536 0.387 1.685
H 6.634 -1.342 0.306
H 5.932 -1.697 1.893
H 4.909 -1.697 0.451
H 6.682 0.508 2.913
H 6.419 2.011 2.022
H 7.549 0.807 1.397
H -2.310 -2.780 -0.288
H -3.487 -1.975 -1.359
H -4.018 -1.400 1.000
H -2.340 -0.864 1.257
```

Values from the calculation:
- E_HOMO: -0.28998 Ha
- Energy above the lowest of the compared OMol25 structures with the same formula, charge and spin: 83.06 kcal/mol
- SMILES: CCOC(=O)N1CCN(c2c(NCCCOC(C)C)c(=O)c2=O)CC1

---

3.
# C17H27NO9S2

2 unconnected molecules or ions with the total composition C17H27NO9S2 at a distorted geometry (the ωB97M-V functional and the def2-TZVPD basis, the Open Molecules 2025 dataset).

XYZ file:
```
56
Properties=species:S:1:pos:R:3
C 0.450 -5.326 2.604
C -1.065 -5.893 2.257
C -1.415 -5.833 0.622
O -0.217 -5.476 -0.188
C -0.167 -4.037 -0.476
O -0.855 -3.068 0.130
C 0.914 -3.536 -1.649
S 2.572 -3.016 -0.939
C 2.392 -1.758 0.437
C 3.362 -1.865 1.567
C 2.913 -0.673 2.623
O 3.196 -0.550 3.941
O 2.061 0.218 1.782
C 1.355 -0.510 0.676
O 0.221 -0.147 0.070
O -2.132 -5.365 3.108
C -2.186 -3.901 3.150
O -1.424 -3.112 3.961
C -3.287 -3.030 2.240
S -4.964 -3.160 3.105
H 0.684 -5.699 3.712
H 0.535 -4.156 2.565
H 1.281 -5.807 1.923
H -1.009 -7.063 2.493
H -2.360 -5.182 0.381
H -1.698 -6.939 0.270
H 0.440 -2.659 -2.297
H 1.107 -4.434 -2.401
H 4.233 -2.652 1.630
H -3.016 -1.869 2.225
H -3.420 -3.447 1.156
H -5.842 -3.613 2.069
C 0.521 3.248 0.650
O 0.379 4.643 0.401
C 1.586 5.254 -0.064
C 1.430 5.707 -1.524
N 1.369 4.556 -2.431
C 0.974 4.910 -3.801
C -0.450 5.464 -4.000
O -1.483 4.510 -3.739
C -1.880 4.432 -2.377
H -0.396 2.892 1.123
H 0.659 2.702 -0.286
H 1.360 3.057 1.327
H 2.460 4.601 0.062
H 1.747 6.142 0.558
H 2.281 6.339 -1.799
H 0.518 6.307 -1.590
H 0.697 3.883 -2.070
H 1.066 3.995 -4.397
H 1.700 5.623 -4.209
H -0.550 5.722 -5.061
H -0.625 6.395 -3.450
H -1.785 5.390 -1.856
H -1.306 3.659 -1.864
H -2.931 4.128 -2.348
```

Values from the calculation:
- E_HOMO: -0.31461 Ha
- SMILES: C[C@H](COC(=O)CSC1=CC(=O)OC1=O)OC(=O)CS.COCCNCCOC

---

Among the records above, which one has the lowest E_HOMO? C17H27N2O